A cluster of 11 separate species, C33H68F4O19 in total in a non-equilibrium geometry, computed with the ωB97M-V functional and the def2-TZVPD basis.

Last column: Mulliken charge in e.
Element x y z (Å)
O -1.28483 3.39032 -3.23620  -0.51
C -2.29929 3.25746 -2.60110  0.11
O -2.45605 2.28932 -1.66564  0.81
C -3.68106 2.50966 -1.03067  -0.55
C -4.21383 3.82460 -1.64063  0.09
F -3.98732 4.93831 -0.74924  -0.36
O -3.43642 4.01808 -2.75324  -0.32
H -4.35454 1.68272 -1.23081  0.23
H -3.63319 2.57462 0.02639  0.45
H -5.30790 3.90338 -1.90976  0.30
O -1.88681 -3.45115 -1.21667  -0.40
C -3.05960 -3.39786 -1.07889  0.30
O -3.69083 -2.93880 0.01060  -0.08
C -5.09591 -2.74833 -0.22819  -0.20
C -5.30125 -3.57206 -1.45644  0.22
F -5.95475 -2.88384 -2.45578  -0.25
O -4.03969 -3.98639 -1.87545  -0.31
H -5.62666 -3.10747 0.62912  0.42
H -5.16878 -1.69588 -0.36649  0.05
H -5.89279 -4.49252 -1.26274  0.18
O -5.50916 0.47584 -3.18128  -0.54
C -4.51104 0.20797 -3.75668  0.57
O -4.26487 -0.96680 -4.37430  -0.40
C -2.89722 -1.00486 -4.75641  -0.15
C -2.51723 0.46702 -4.81504  0.52
F -2.62461 0.81070 -6.14792  -0.39
O -3.53358 1.10990 -4.12308  -0.33
H -2.30500 -1.54220 -3.94087  -0.17
H -2.83064 -1.45968 -5.74722  0.46
H -1.60456 0.73028 -4.35999  0.26
O -3.05076 -0.59642 -1.66856  0.05
C -2.08757 -0.20703 -1.11738  -0.55
O -0.85031 -0.28439 -1.55681  0.71
C -0.02851 -0.31204 -0.40645  1.52
C -0.86072 0.40896 0.65420  0.82
F -0.58253 1.78328 0.67687  -0.46
O -2.11128 0.27495 0.16517  -0.29
H 0.24979 -1.41804 -0.07627  -1.06
H 0.97152 0.10374 -0.60723  -0.86
H -0.83292 0.09846 1.65344  -0.12
C 1.26990 4.54867 -0.99265  -1.56
C 2.43592 4.02729 -0.20568  0.80
C 2.74456 4.99117 0.90590  -1.57
O 2.25046 2.69535 0.35776  0.45
H 1.64048 5.45033 -1.49687  0.46
H 0.52597 4.92063 -0.24521  0.38
H 0.81997 3.85170 -1.67563  0.28
H 3.24613 4.01602 -0.90381  0.27
H 2.57280 6.04619 0.65354  0.38
H 3.81684 4.94611 1.27394  0.33
H 2.12375 4.77261 1.76859  0.33
H 1.30222 2.66094 0.65283  -0.13
C -3.21167 -1.68459 3.76657  -0.51
C -4.53172 -0.87647 3.74419  0.19
C -4.27370 0.65646 3.58532  -0.81
O -5.25302 -1.31441 2.51329  -0.42
H -2.71734 -1.60924 2.75881  -0.18
H -3.38470 -2.75246 3.96797  0.45
H -2.54396 -1.28904 4.60048  0.13
H -5.09345 -1.07570 4.70917  0.26
H -5.27560 1.15525 3.55060  0.38
H -3.75733 0.81143 2.62678  -0.05
H -3.67364 1.11062 4.40106  0.34
H -6.13129 -0.91938 2.58600  0.25
C 1.18453 -2.81072 -3.11446  -1.24
C 2.16102 -3.42258 -2.21362  0.59
C 3.47480 -2.73659 -2.49583  -1.08
O 1.70936 -3.19468 -0.82753  -0.43
H 1.58393 -2.79279 -4.13856  0.49
H 0.86846 -1.81668 -2.83900  0.06
H 0.35256 -3.47790 -3.18341  0.47
H 2.19120 -4.54299 -2.36626  0.25
H 3.25622 -1.65699 -2.59423  -0.11
H 3.92038 -3.02939 -3.42809  0.50
H 4.21753 -2.97920 -1.72919  0.31
H 0.77176 -3.50288 -0.80269  0.18
C 5.26047 -1.33086 1.55501  -1.29
C 4.88526 0.05816 0.99136  0.63
C 4.41276 0.13842 -0.38254  -0.34
O 3.89475 0.65846 1.94278  -0.57
H 4.43825 -1.99666 1.86008  0.06
H 5.83905 -1.08976 2.46835  0.39
H 5.97564 -1.76970 0.84491  0.45
H 5.75420 0.75373 1.00657  0.35
H 3.71553 -0.67984 -0.52075  -0.24
H 5.20565 0.09851 -1.10092  0.45
H 3.85708 1.06671 -0.53898  -0.26
H 3.62652 1.49242 1.52912  0.11
C 2.30304 -2.52610 4.48926  -1.48
C 1.92427 -2.48664 2.98680  0.75
C 0.74264 -3.33913 2.49601  -1.16
O 1.66070 -1.12896 2.55980  0.24
H 2.71569 -3.49514 4.74448  0.44
H 1.42112 -2.23450 5.01997  0.16
H 3.07286 -1.75827 4.49198  0.31
H 2.75251 -2.87278 2.44034  0.27
H -0.20895 -3.15668 2.98996  0.12
H 1.04624 -4.39524 2.73843  0.44
H 0.64839 -3.24261 1.40003  0.24
H 2.47127 -0.58181 2.46047  -0.27
C 0.31997 0.35396 6.57619  -1.49
C 0.27764 0.87736 5.14241  0.79
C 1.71550 1.31086 4.78347  -1.31
O -0.15620 -0.19404 4.30801  0.06
H -0.69094 -0.00921 6.88243  0.30
H 0.57205 1.19108 7.26687  0.43
H 1.00536 -0.46768 6.64583  0.33
H -0.38755 1.74421 5.04202  0.30
H 2.05180 2.09596 5.48194  0.49
H 1.87579 1.61329 3.73403  0.12
H 2.41977 0.52997 5.02769  0.21
H 0.53070 -0.46967 3.68200  -0.13
C 2.46672 0.26522 -5.00029  -0.74
C 3.28834 1.23183 -4.13938  0.43
C 3.05546 2.71260 -4.55669  -1.44
O 3.12247 1.01954 -2.73152  -0.13
H 1.40912 0.58484 -4.95507  0.04
H 2.52266 -0.77104 -4.65683  0.02
H 2.91816 0.31226 -5.98316  0.46
H 4.37618 1.14944 -4.24057  0.28
H 3.54166 3.35347 -3.82088  0.35
H 2.00177 2.93560 -4.65252  0.27
H 3.50894 2.91659 -5.52200  0.45
H 2.39906 1.56190 -2.37891  -0.09

Properties
Frontier orbital gap ... 10.4 eV
HOMO ... -9.8 eV
E_tot ... -3127.2311 Eh
SMILES string ... O=C1OC[C@@H](F)O1.O=C1OC[C@@H](F)O1.O=C1OC[C@@H](F)O1.O=C1OC[C@@H](F)O1.CC(C)O.CC(C)O.CC(C)O.CC(C)O.CC(C)O.CC(C)O.CC(C)O
Energy relative to the best compared isomer or geometry (same formula, charge and spin) ... 0.0 kJ/mol